DFT (wB97M-V/def2-TZVPD) results for a molecular structure, C31H23AuBrNO2P2S2.

Geometry as XYZ:
```
63
Properties=species:S:1:pos:R:3:forces:R:3
Au -0.4610 0.2173 0.2355 0.04 0.02 -0.04
S -0.6173 1.8321 1.8577 -0.02 0.01 -0.03
P 1.4234 1.5908 2.0215 0.00 -0.05 0.02
C 1.5341 0.4185 0.8123 0.02 -0.06 0.08
P 3.1597 -0.2133 0.7368 -0.02 -0.03 0.00
S 1.6460 -1.3134 -2.1871 0.00 0.04 -0.02
C 3.1539 -2.0390 0.8153 -0.06 0.02 -0.02
C 1.9757 -2.7827 0.7814 0.02 -0.01 0.05
C 1.9985 -4.1608 0.9378 0.00 0.00 -0.01
C 3.2051 -4.8203 1.1274 0.02 0.00 -0.01
C 4.3844 -4.0904 1.1824 -0.01 -0.01 -0.01
C 4.3554 -2.7103 1.0432 0.03 0.00 -0.01
C 3.9383 0.1893 -0.8757 -0.08 0.07 0.01
C 4.8941 -0.5996 -1.5085 0.05 -0.11 0.00
C 5.5168 -0.1633 -2.6720 -0.01 -0.01 0.00
C 5.2010 1.0719 -3.2151 -0.01 0.01 0.01
C 4.2598 1.8754 -2.5812 0.02 -0.01 -0.01
C 3.6405 1.4413 -1.4215 -0.01 -0.02 -0.03
C 2.2946 3.1513 1.7423 -0.03 0.02 -0.01
C 1.6703 4.2076 1.0849 0.01 0.00 0.01
C 2.3973 5.3395 0.7445 0.00 0.00 0.00
C 3.7486 5.4154 1.0492 0.00 0.00 0.00
C 4.3764 4.3611 1.6996 0.00 0.00 0.00
C 3.6535 3.2320 2.0488 0.00 0.00 0.00
C 1.8350 1.1276 3.7197 0.01 -0.03 -0.02
C 1.8464 -0.2243 4.0529 0.01 0.00 0.00
C 2.0843 -0.6129 5.3609 0.00 0.00 0.01
C 2.3048 0.3460 6.3411 0.00 -0.01 -0.01
C 2.2870 1.6943 6.0142 0.00 0.01 0.00
C 2.0545 2.0872 4.7043 0.00 0.01 0.00
H 1.0302 -2.2719 0.6464 -0.01 0.01 0.01
H 1.0715 -4.7204 0.9118 0.00 0.00 0.00
H 3.2253 -5.8962 1.2446 0.00 0.00 0.00
H 5.3277 -4.5942 1.3510 0.00 0.00 0.00
H 5.2775 -2.1451 1.1290 -0.02 -0.02 0.01
H 5.1497 -1.5744 -1.1073 -0.03 0.07 -0.05
H 6.2470 -0.7994 -3.1568 0.00 0.00 0.00
H 5.6839 1.4085 -4.1233 0.00 0.00 0.00
H 4.0062 2.8439 -2.9941 0.00 0.00 0.00
H 2.8981 2.0660 -0.9378 -0.01 0.00 0.01
H 0.6183 4.1396 0.8377 0.00 0.00 0.00
H 1.9070 6.1614 0.2393 0.00 0.00 0.00
H 4.3151 6.2971 0.7786 0.00 0.00 0.00
H 5.4317 4.4166 1.9324 0.00 0.00 0.00
H 4.1457 2.4042 2.5451 0.00 0.00 0.00
H 1.6750 -0.9649 3.2805 0.00 0.01 -0.01
H 2.1000 -1.6646 5.6151 0.00 0.00 0.00
H 2.4917 0.0412 7.3628 0.00 0.00 0.00
H 2.4573 2.4418 6.7779 0.00 0.00 0.00
H 2.0472 3.1403 4.4511 0.00 0.00 0.00
Br 2.7157 -3.0613 -2.9331 0.00 0.05 0.05
C -0.0287 -1.8439 -2.2604 0.04 -0.05 -0.05
C -0.5035 -2.7734 -3.1794 0.00 0.01 0.04
C -1.8579 -3.0258 -3.2406 0.02 0.02 0.01
C -2.7103 -2.3104 -2.4178 0.00 0.00 0.00
C -2.1747 -1.4019 -1.5322 -0.02 0.00 0.00
N -0.8448 -1.1982 -1.4148 0.01 0.01 0.05
C -3.1256 -0.5728 -0.6759 0.00 -0.01 0.02
O -4.3183 -0.7069 -0.8521 0.02 -0.03 0.03
O -2.5541 0.2190 0.1575 -0.01 0.09 -0.06
H 0.1890 -3.2698 -3.8389 0.02 -0.02 -0.02
H -2.2447 -3.7488 -3.9466 0.00 0.00 0.00
H -3.7850 -2.4139 -2.4346 0.00 0.00 0.00
```
Positions in Å, forces in eV/Å.

Properties
Energy above the lowest of the compared OMol25 structures with the same formula, charge and spin ... 1.293 eV

Löwdin population analysis, charges in e, atoms 1 to 5:
1. Au 0.910
2. S 0.417
3. P 0.445
4. C -0.770
5. P 0.927



DFT (wB97M-V/def2-TZVPD) results for a single C3H6N2S molecule.

Geometry as XYZ:
```
12
Properties=species:S:1:pos:R:3:forces:R:3
C -1.7120 1.3063 -0.0042 -0.55 -0.48 0.11
C -0.5192 0.6981 -0.0047 -0.78 0.12 0.03
C -0.3749 -0.7813 -0.0078 0.27 0.17 0.09
S -1.6323 -1.8518 0.0016 0.02 0.07 -0.04
N 0.8979 -1.2378 -0.0053 -0.31 0.54 0.12
N 2.0831 -0.5090 0.0008 0.15 0.27 -0.16
H -2.6826 0.7267 0.0133 1.36 0.69 -0.08
H -1.7582 2.3993 0.0034 -0.05 -0.42 -0.01
H 0.3778 1.3114 0.0114 -0.11 -0.15 -0.05
H 1.0373 -2.2174 -0.0250 -0.07 -0.86 0.01
H 2.1698 0.0666 0.8278 -0.08 -0.05 0.14
H 2.1134 0.0887 -0.8113 0.16 0.10 -0.16
```
Positions in Å, forces in eV/Å.

Properties
Energy above the lowest of the compared OMol25 structures with the same formula, charge and spin ... 1.904 eV
SMILES string ... C=CC(=S)NN

Löwdin population analysis, charges in e, atoms 1 to 5:
1. C 0.012
2. C -0.193
3. C -0.829
4. S 0.624
5. N -0.117



DFT (wB97M-V/def2-TZVPD) results for a single C5H8O2 molecule.

Geometry as XYZ:
```
15
Properties=species:S:1:pos:R:3:forces:R:3
C -1.1492 -2.2533 -1.2028 -0.42 1.13 -0.41
C -0.1955 -1.4317 -0.7737 1.48 -1.12 0.66
C -0.4159 -0.3088 0.1994 -2.42 1.38 -0.16
C 0.7573 0.4172 0.8288 1.43 -0.20 2.09
C 1.0690 1.8261 0.4349 0.65 -0.08 -4.02
O 1.7008 2.0416 -0.5843 -0.34 0.07 0.98
O 0.5135 2.8526 1.1147 -1.13 -0.14 0.77
H -2.1512 -1.8582 -1.1001 -0.41 -0.37 0.45
H -1.1015 -3.1533 -1.8060 0.64 0.24 0.03
H 0.8710 -1.6203 -0.9437 -0.30 -0.29 -0.18
H -1.0468 -0.6258 1.0504 0.17 -0.22 -0.60
H -1.0604 0.4134 -0.3490 0.23 -0.07 0.41
H 1.6380 -0.2373 0.6821 -0.09 0.72 0.08
H 0.6467 0.5714 1.9211 -0.33 -0.93 -0.29
H -0.0759 3.3663 0.5282 0.84 -0.11 0.18
```
Positions in Å, forces in eV/Å.

Properties
Energy above the lowest of the compared OMol25 structures with the same formula, charge and spin ... 1.483 eV
SMILES string ... C=CCCC(=O)O

Löwdin population analysis, charges in e, atoms 1 to 5:
1. C -0.006
2. C -0.181
3. C -0.208
4. C -0.128
5. C -0.517



DFT (wB97M-V/def2-TZVPD) results for 2 unconnected molecules or ions with the total composition C17H27BBrClN.

Geometry as XYZ:
```
48
Properties=species:S:1:pos:R:3:forces:R:3
Cl -1.0794 1.1792 -7.0799 -0.19 0.19 -0.51
C -0.6402 0.6773 -5.5055 0.31 -0.38 0.92
C -1.1810 -0.5109 -4.9859 0.37 0.39 0.03
C -0.7532 -0.9584 -3.7376 0.15 0.37 -0.33
C 0.2383 -0.2519 -3.0591 0.13 -0.07 0.38
C 0.7646 -0.7726 -1.7421 0.18 -0.23 -0.34
C 2.2038 -0.3934 -1.3421 0.17 -0.03 -0.01
C 2.7935 -1.6377 -0.6354 -0.07 0.20 -0.07
C 1.7422 -2.7079 -0.8070 -0.71 0.23 -0.50
C 0.6420 -2.2471 -1.4308 1.16 -0.17 0.08
C 0.6814 0.9953 -3.5170 -0.46 -0.38 -0.39
C 0.2623 1.4567 -4.7629 -0.19 -0.37 0.01
H -1.8788 -1.1045 -5.5689 0.01 0.26 0.05
H -1.2004 -1.8441 -3.2806 0.27 0.18 -0.41
H 2.8434 -0.1138 -2.1887 -0.37 -0.05 0.06
H 2.1477 0.4752 -0.6769 0.32 -0.05 -0.09
H 3.7489 -1.9018 -1.0935 -0.04 -0.21 0.16
H 2.9912 -1.4377 0.4217 0.09 -0.12 0.00
H 1.8952 -3.7213 -0.4397 -0.12 0.17 -0.16
H -0.2511 -2.8015 -1.6955 0.20 -0.17 0.21
H 1.3175 1.6125 -2.8837 0.12 -0.22 -0.31
H 0.6701 2.3830 -5.1659 -0.29 -0.20 0.02
C 1.0659 1.6889 3.4957 0.50 0.10 0.17
C 0.4734 1.4963 2.1133 -0.13 0.13 0.08
N -0.8422 0.7258 2.2129 0.12 0.14 -0.09
C -0.5645 -0.6502 2.8395 -0.27 0.36 0.02
C 0.4049 -1.4912 2.0533 0.39 -0.34 -0.07
C -1.8613 1.5007 3.0160 0.07 -0.14 0.17
C -3.1816 0.7549 2.9396 -0.48 0.05 0.45
B -1.6373 0.6308 0.9040 1.94 -0.25 -1.19
Br -1.4809 2.1030 -0.3148 -0.68 -0.62 0.42
H 0.1467 -0.2750 -1.0396 -0.96 0.59 1.14
H 1.9182 2.3715 3.4451 -0.11 -0.06 -0.16
H 0.3572 2.1443 4.1954 0.24 -0.11 -0.15
H 1.4491 0.7568 3.9208 -0.08 0.18 -0.03
H 0.2670 2.4606 1.6350 -0.07 -0.34 0.20
H 1.1271 0.9230 1.4419 -0.21 0.26 0.24
H -0.1913 -0.4385 3.8412 -0.16 -0.08 -0.04
H -1.5191 -1.1698 2.9264 0.23 0.11 -0.06
H 0.5912 -2.4146 2.6180 -0.14 0.20 -0.11
H 0.0215 -1.7939 1.0765 0.02 0.12 0.09
H 1.3880 -1.0303 1.9076 -0.26 -0.03 0.09
H -1.4869 1.6037 4.0281 -0.20 -0.15 0.13
H -1.9202 2.5029 2.5755 -0.02 -0.22 0.07
H -3.9111 1.2765 3.5681 0.01 -0.10 -0.27
H -3.5955 0.7003 1.9205 -0.01 0.17 0.09
H -3.1078 -0.2758 3.3062 -0.10 0.43 -0.01
H -1.8682 -0.4750 0.5507 -0.68 0.26 -0.02
```
Positions in Å, forces in eV/Å.

Properties
Net charge ... +1

Löwdin population analysis, charges in e, atoms 1 to 5:
1. Cl 0.698
2. C -0.686
3. C -0.086
4. C -0.027
5. C -0.193



no.,calculated total energy (a.u.),Kohn-Sham gap (Ha)
1,-5589.13473,0.237
2,-625.55201,0.307
3,-345.75046,0.380
4,-3777.54589,0.249